No. 1
This record from the OMol25 dataset describes a structure of composition C20H31GeI2N2O4SiTa in a non-equilibrium geometry. The level of theory is ωB97M-V/def2-TZVPD.

The geometry in XYZ format:
```
62
Properties=species:S:1:pos:R:3:forces:R:3
Ta -0.1789 -0.7673 0.3258 -0.36 0.40 -0.92
I -0.1195 1.8305 -6.9019 0.00 -0.08 0.28
C -0.0137 1.3243 -4.8735 0.06 0.08 -0.31
C -1.0092 0.5254 -4.3156 -0.13 -0.11 -0.02
C -0.9103 0.2601 -2.9678 -0.16 -0.21 0.60
I -2.0601 -1.1919 -1.8549 0.06 0.30 -0.53
C 0.0859 0.8009 -2.1714 0.07 0.13 -1.04
O 0.0663 0.5593 -0.8577 0.78 2.89 -2.45
C 1.1631 1.4517 -2.7639 0.00 -0.13 0.50
C 2.3982 1.6115 -1.8942 -0.15 -0.07 -0.01
N 2.6609 0.3263 -1.2022 0.12 0.06 -0.03
C 2.9957 -0.7424 -2.1312 -0.13 0.08 0.13
C 2.3588 -2.0951 -1.8778 0.00 0.02 0.00
C 2.9485 -3.1441 -2.5786 -0.03 -0.05 0.05
C 2.4381 -4.4216 -2.5036 0.01 0.05 -0.02
C 1.3275 -4.6284 -1.7013 -0.01 -0.02 0.00
C 0.7921 -3.5561 -1.0302 0.09 -0.06 -0.09
N 1.2732 -2.2900 -1.0987 -0.37 0.34 0.23
C 1.0887 1.7269 -4.1194 -0.02 0.02 -0.04
H -1.8139 0.1283 -4.9187 0.04 -0.01 -0.03
H 2.2394 2.3851 -1.1389 0.03 -0.02 0.00
H 3.2412 1.9211 -2.5190 -0.01 0.06 0.01
H 3.4193 0.4463 -0.5427 0.02 0.08 -0.04
H 4.0767 -0.8912 -2.1937 -0.02 -0.06 -0.04
H 2.6711 -0.4492 -3.1327 0.05 -0.01 -0.05
H 3.8176 -2.9375 -3.1892 0.00 0.02 0.02
H 2.8921 -5.2345 -3.0539 0.01 0.00 0.01
H 0.8812 -5.6063 -1.5926 -0.02 0.02 0.03
H -0.0585 -3.7129 -0.3908 -0.02 -0.05 -0.04
H 1.9097 2.2431 -4.6014 -0.01 -0.01 -0.02
O 0.4638 -1.7319 1.7432 1.46 -1.15 2.33
O -0.6182 -2.3715 1.0781 -1.26 -3.09 0.85
C 2.5645 1.6983 3.1143 -0.22 0.05 0.14
Ge -0.1674 1.1581 2.6640 -0.49 0.93 0.62
C -0.7008 3.0057 2.2513 0.18 -0.39 0.34
C -0.5798 0.2469 4.3462 0.22 0.28 -0.34
C 1.7338 0.8822 2.0935 -0.68 -0.30 -0.49
H 1.9455 2.2033 3.8617 0.09 0.07 0.06
H 3.1477 2.4639 2.6092 -0.04 0.04 0.00
H 3.2494 1.0517 3.6569 -0.04 -0.04 0.00
H -1.4766 3.3539 2.9308 0.01 0.00 -0.01
H -1.0779 3.0452 1.2300 0.05 -0.04 -0.02
H 0.1586 3.6695 2.3417 0.00 0.00 -0.01
H -1.1819 0.8825 4.9914 -0.02 0.00 -0.02
H 0.3577 0.0132 4.8500 -0.01 -0.03 0.00
H -1.1101 -0.6819 4.1439 0.02 -0.01 -0.03
H 2.0126 -0.1698 2.1233 0.17 0.05 0.02
H 1.8876 1.2640 1.0849 0.05 -0.03 -0.03
C -3.6613 0.9387 3.2618 0.24 -0.18 -0.22
Si -3.2299 0.2911 1.5619 -0.68 0.13 0.06
C -3.8895 1.4520 0.2440 0.06 -0.21 0.29
C -3.7476 -1.5074 1.3792 0.00 0.37 -0.13
O -1.4838 0.2968 1.3839 0.94 -0.13 0.31
H -4.7031 1.2675 3.2313 -0.01 0.01 -0.03
H -3.0625 1.7961 3.5719 -0.08 0.04 -0.02
H -3.5873 0.1692 4.0311 0.02 0.00 -0.01
H -4.9375 1.1922 0.0667 0.01 0.02 -0.02
H -3.3772 1.4165 -0.7164 0.05 -0.05 0.02
H -3.8775 2.4859 0.5943 0.05 -0.01 0.03
H -4.5287 -1.7293 2.1091 -0.01 0.03 0.02
H -2.9306 -2.2033 1.5618 0.01 -0.03 0.08
H -4.1733 -1.7214 0.3966 0.00 0.01 0.00
```
Forces are in eV/Å.

Results
LUMO ... -0.252 Eh
Kohn-Sham gap ... 6.878 eV
E_tot ... -4209.517444 Eh
E_HOMO ... -0.50451 Ha
Net charge ... +2

No. 2
This record from the OMol25 dataset describes a structure of composition C5H14ClN3 in a non-equilibrium geometry. The level of theory is ωB97M-V/def2-TZVPD.

The geometry in XYZ format:
```
23
Properties=species:S:1:pos:R:3:forces:R:3
C 0.7842 -0.7863 -0.9332 1.26 -0.49 -2.82
C 0.5847 0.3183 -0.3428 -1.80 4.72 4.71
C 2.1089 -2.5677 -1.9633 0.23 -0.35 2.79
C -1.5372 2.8116 1.5537 0.62 1.03 0.10
C -0.8353 0.3663 1.0554 -0.24 0.11 -4.30
N -1.0940 -0.8729 1.6035 0.22 0.47 0.40
N 1.8370 -1.0715 -1.9607 0.05 -1.60 1.69
N -0.5913 1.5797 1.9238 0.21 0.12 1.11
Cl 1.4443 1.8571 -0.3198 -0.22 -1.33 -0.64
H 0.0882 -1.5194 -0.7233 -0.94 -1.99 0.00
H 2.3530 -2.7656 -0.8691 -1.10 -0.33 -1.23
H 1.3156 -3.1790 -2.4252 0.19 0.64 0.49
H 3.0524 -2.8068 -2.3634 1.04 0.19 -1.35
H -1.1880 2.9505 0.5196 -0.98 -0.14 0.07
H -2.6211 2.6077 1.7273 1.11 -0.27 -0.37
H -1.2930 3.8587 2.0127 0.09 -2.43 0.05
H -1.7586 0.6097 0.4826 1.08 0.13 -0.13
H -0.4256 -1.2258 2.2429 0.67 -0.69 0.57
H -1.5225 -1.5983 1.0150 0.03 0.86 0.48
H 1.7067 -0.8351 -2.9194 -0.83 1.04 -0.94
H 2.6730 -0.6031 -1.6196 0.34 0.16 -0.28
H -0.6224 1.1684 2.8759 -0.50 0.96 -0.06
H 0.3636 2.0033 1.8544 -0.54 -0.81 -0.32
```
Forces are in eV/Å.

Results
LUMO ... -0.237 Eh
Kohn-Sham gap ... 10.771 eV
E_tot ... -822.635063 Eh
E_HOMO ... -0.63294 Ha
Net charge ... +2

No. 3
This record from the OMol25 dataset describes a cluster of 2 separate species, C3H8O3 in total in a non-equilibrium geometry. The level of theory is ωB97M-V/def2-TZVPD.

The geometry in XYZ format:
```
14
Properties=species:S:1:pos:R:3:forces:R:3
O 1.7060 2.0537 -0.1286 1.26 -3.99 2.85
C 2.1647 0.9979 0.4182 -2.18 4.07 -6.70
O 2.1215 -0.1810 -0.2402 1.12 -0.64 2.95
H 2.8928 1.0271 1.1607 0.71 -0.36 2.01
H 1.7284 -0.2366 -1.0918 -0.91 0.89 -1.11
C -1.4285 -1.3019 1.0529 1.62 3.57 -0.47
C -1.3631 -0.7184 -0.3684 -3.05 -1.01 2.33
O -2.7763 -0.3580 -0.6055 1.65 -0.20 -0.93
H -2.0128 -0.5771 1.6878 1.41 -0.60 -0.10
H -2.0848 -2.0514 0.8891 -1.72 -3.05 0.11
H -0.3982 -1.6139 1.2719 -0.55 0.02 0.97
H -1.0928 -1.5621 -0.9312 0.36 -0.96 -1.50
H -0.6816 0.0411 -0.5352 0.96 1.98 -0.22
H -2.9989 -1.0091 -1.2741 -0.70 0.27 -0.19
```
Forces are in eV/Å.

Results
LUMO ... 0.021 Eh
SMILES ... O=CO.CCO
Kohn-Sham gap ... 10.965 eV
E_tot ... -344.763198 Eh
E_HOMO ... -0.38189 Ha
Net charge ... 0

No. 4
This record from the OMol25 dataset describes a cluster of 12 separate species, C32H96N8O12 in total in a non-equilibrium geometry. The level of theory is ωB97M-V/def2-TZVPD.

The geometry in XYZ format:
```
148
Properties=species:S:1:pos:R:3:forces:R:3
C 1.7357 4.0195 4.0339 1.57 0.28 0.83
O 1.4529 5.1131 3.2173 0.08 0.27 -0.60
C 0.2810 5.7651 3.5416 -1.23 2.13 1.35
C -0.9766 5.2495 2.8959 -1.70 -1.74 -0.09
C -0.8017 5.0665 1.3638 -0.47 0.70 0.86
N -2.1305 6.0333 3.3923 1.10 -0.66 0.12
H 1.8542 4.3494 5.0979 -0.33 -0.35 -0.65
H 2.7370 3.7345 3.6895 -0.24 -0.55 0.27
H 1.0366 3.1990 3.9485 -0.28 -0.22 -0.05
H 0.1129 5.8893 4.6557 0.31 -0.62 -0.93
H 0.3425 6.8284 3.2262 0.41 -0.38 -0.17
H -1.2585 4.2597 3.2781 0.62 -0.20 0.06
H -0.3691 5.9995 0.9547 -0.33 -0.58 -0.29
H -1.7375 4.7552 0.9069 -0.39 0.71 -0.09
H -0.2067 4.2017 1.1471 1.04 -0.14 0.07
H -3.0432 5.5894 3.3301 0.52 0.22 -0.35
H -2.0952 6.9461 3.0173 -0.54 1.07 -0.43
C -3.3021 0.0929 -4.3365 0.05 -0.77 -0.56
O -3.3289 1.3086 -3.6398 -0.81 0.27 -0.23
C -2.1069 1.8740 -3.2755 0.60 -1.13 0.25
C -2.2514 3.2851 -2.8319 1.49 0.25 0.33
C -2.9659 3.3055 -1.5104 0.06 2.43 -0.59
N -2.8777 4.1917 -3.7490 -1.76 0.26 0.21
H -4.3660 -0.1931 -4.5330 0.89 0.07 0.46
H -2.7482 -0.7180 -3.7696 -0.64 0.75 -0.51
H -2.8427 0.1883 -5.3544 -0.03 0.05 0.76
H -1.7125 1.3201 -2.4023 0.24 -0.10 -0.32
H -1.3738 1.8630 -4.0661 0.27 -0.45 -0.69
H -1.1919 3.5840 -2.6165 -0.74 0.20 -0.41
H -3.8805 2.7841 -1.5953 -1.14 -0.48 0.23
H -3.1042 4.3813 -1.3434 -0.59 -0.26 0.34
H -2.3687 2.9809 -0.7065 0.72 -0.94 0.91
H -2.4624 4.6194 -4.5431 0.99 -0.23 -0.31
H -3.8237 3.9041 -4.0021 0.45 0.00 0.20
C 5.0081 -0.1086 -9.5934 -0.80 0.92 1.32
O 3.8064 0.3164 -8.8526 0.94 0.35 0.24
C 4.1356 1.2471 -7.8131 0.17 0.92 0.48
C 2.9961 1.4983 -6.7583 -0.52 1.46 -2.29
C 3.3151 2.7341 -5.8739 1.27 0.19 -0.85
N 2.7482 0.3315 -5.9480 0.14 -0.30 -0.19
H 5.2215 0.6652 -10.3280 0.25 0.07 -0.10
H 4.7300 -1.0208 -10.1183 0.25 -0.08 0.26
H 5.8854 -0.1986 -8.8857 -0.93 -0.26 -0.82
H 4.8433 0.7608 -7.1530 1.08 -0.04 -0.10
H 4.5904 2.2489 -8.1824 -0.80 -1.57 0.23
H 2.0918 1.7383 -7.3804 0.42 -0.28 0.76
H 2.4893 2.9540 -5.2176 -0.11 -0.27 0.54
H 3.5043 3.6969 -6.4153 -0.25 -0.98 -0.11
H 4.2751 2.5581 -5.3344 -0.81 -0.01 0.10
H 3.6612 -0.0711 -5.7070 -0.51 -0.03 0.20
H 2.2790 -0.3700 -6.5197 0.13 0.06 0.21
C -3.2434 -5.4284 3.2101 -1.95 0.38 -0.06
O -2.5380 -4.8680 4.2846 0.55 -0.92 -0.20
C -2.8935 -3.5478 4.4711 -0.99 1.31 -0.92
C -2.2009 -2.9883 5.6843 0.61 0.49 1.27
C -2.7988 -1.6515 6.1665 1.33 1.27 -0.57
N -0.6997 -3.0367 5.5852 -1.02 0.71 -1.49
H -3.1649 -4.8670 2.2616 0.17 0.04 0.39
H -4.3710 -5.4782 3.4655 1.53 -0.10 -0.35
H -2.8526 -6.4059 3.0275 0.10 -0.70 -0.02
H -2.7264 -2.9823 3.5121 0.57 0.01 0.69
H -3.9904 -3.4660 4.5048 -0.05 -0.06 0.71
H -2.3823 -3.6104 6.5471 -0.43 -0.88 -0.01
H -2.2257 -1.1783 7.0335 -0.54 -0.81 -1.21
H -3.8043 -1.8141 6.5007 -0.59 -0.16 0.22
H -2.8776 -0.9007 5.3357 0.22 -0.51 0.65
H -0.5379 -3.6753 4.7944 0.34 -0.14 0.85
H -0.4385 -2.1585 5.1294 0.19 0.13 0.31
C -4.4213 -1.6645 -0.9756 0.12 0.90 0.95
O -5.1533 -2.3316 0.0363 0.11 0.82 0.43
C -4.9928 -1.6073 1.2648 -1.58 -0.08 -0.89
C -5.6770 -2.2878 2.4170 -1.39 0.32 -0.90
C -7.2429 -2.4708 2.0858 0.88 -1.47 0.75
N -5.4437 -1.4287 3.5978 -1.60 -0.10 0.15
H -4.6017 -2.1400 -1.8899 0.12 -1.19 -1.25
H -3.3562 -1.5625 -0.7256 0.00 -0.47 -0.12
H -4.7461 -0.6407 -1.1710 -0.41 0.32 0.44
H -3.9599 -1.5178 1.4406 1.46 0.39 0.44
H -5.4723 -0.5986 1.1930 0.48 -0.36 -0.26
H -5.1941 -3.2562 2.5957 -0.35 0.05 0.02
H -7.6547 -2.7650 3.0944 -0.19 0.53 -1.06
H -7.4246 -3.3771 1.4227 0.33 1.26 0.61
H -7.7551 -1.5747 1.6415 0.68 -0.73 0.61
H -5.9155 -0.5236 3.4049 0.57 -0.51 0.02
H -6.0946 -1.8271 4.2983 0.77 0.30 -0.03
C -0.8939 -4.3089 -2.9246 2.14 1.87 -0.74
O -1.3244 -4.5535 -1.6650 -0.45 -1.76 1.92
C -0.8437 -5.8928 -1.2663 0.19 1.74 0.83
C -1.5090 -6.2932 0.0497 -0.74 -0.15 -1.04
C -1.3805 -7.7958 0.3378 -0.21 1.37 -0.17
N -2.9396 -5.9604 -0.0731 1.18 0.94 1.19
H -1.0868 -3.2705 -3.1762 0.15 0.42 0.21
H -1.4286 -4.8247 -3.6547 -0.82 -1.55 -1.39
H 0.2146 -4.4792 -3.0323 -0.85 0.07 -0.10
H -1.0776 -6.6236 -2.0513 0.29 0.17 0.01
H 0.2184 -5.6605 -1.0875 0.05 -1.00 -0.39
H -1.0973 -5.7159 0.8711 0.25 0.14 0.11
H -1.8092 -8.3430 -0.4625 -0.17 -0.63 -1.14
H -2.0639 -7.9478 1.1285 -0.49 -0.48 1.35
H -0.4116 -8.1902 0.5809 0.49 0.13 0.10
H -3.0508 -5.0659 -0.5465 -0.43 -0.72 -0.09
H -3.5361 -6.7127 -0.3011 -0.60 -0.47 -0.66
C 1.1689 1.8972 0.0702 -0.81 1.78 1.14
O 1.3036 0.6326 0.6630 -0.46 0.11 -0.55
C 0.5146 -0.3150 -0.0465 0.76 -0.41 -0.62
C -0.1380 -1.2889 0.9216 0.34 -0.27 -0.66
C -1.2529 -0.5523 1.6423 -1.36 -0.55 0.38
N 0.7979 -1.7979 1.9259 -0.27 -0.13 -0.16
H 1.6733 2.6231 0.7266 0.05 -0.33 -0.37
H 0.0952 2.2525 0.0452 0.69 -0.61 0.04
H 1.5453 2.0385 -0.9385 0.38 -0.54 -0.24
H -0.2333 0.1945 -0.6447 -0.45 0.20 0.03
H 1.1488 -0.7955 -0.8060 0.04 -0.31 0.22
H -0.4431 -2.1810 0.3033 -0.39 0.92 0.65
H -1.9537 -0.0315 0.9851 0.04 -0.32 -0.36
H -0.9695 0.2440 2.3322 0.78 -0.16 0.02
H -1.8436 -1.2612 2.2423 0.13 0.18 -0.12
H 1.5922 -2.2638 1.4566 -0.35 0.69 0.69
H 1.0428 -0.9649 2.4631 0.79 -0.58 -0.10
C 8.1716 4.0708 3.5250 0.14 -0.64 -0.27
O 7.3888 2.9856 3.0141 0.73 0.25 1.18
C 6.7991 3.2929 1.7903 -0.78 -0.97 0.64
C 5.9856 2.0643 1.3011 -0.10 1.05 -0.16
C 6.8600 0.9282 0.7100 1.25 2.35 0.28
N 5.0146 2.5818 0.3026 0.69 -2.15 -0.46
H 8.5733 3.7845 4.5250 -0.42 0.26 -0.83
H 7.5974 5.0053 3.5581 -0.16 -0.16 0.30
H 8.9908 4.2586 2.8181 0.19 -0.02 0.25
H 6.1196 4.1409 1.9541 -0.04 0.04 -0.35
H 7.5661 3.5564 1.0745 0.25 0.22 -0.60
H 5.3857 1.6540 2.1012 0.04 0.11 0.57
H 7.0610 1.2070 -0.3200 -0.16 -0.51 -0.42
H 6.4977 -0.0387 0.8503 -1.22 -1.43 -0.32
H 7.8657 0.8561 1.1583 -0.36 0.58 0.26
H 4.4114 3.3424 0.5112 -0.39 0.64 0.80
H 5.5284 2.8445 -0.5056 0.39 0.31 -0.94
O 2.6384 -0.7988 -3.3713 0.12 0.52 0.42
H 3.2383 -0.3960 -2.7042 -0.42 -0.15 -0.40
H 2.3239 -0.0669 -3.9400 0.37 -0.47 0.22
O 2.8148 4.7618 0.3926 0.07 -0.02 0.94
H 2.4301 5.5472 -0.0136 0.03 -0.08 0.30
H 2.6659 4.8325 1.3680 -0.21 0.29 -1.08
O 0.1027 -4.6449 2.8968 0.24 0.36 -0.21
H -0.6854 -5.0032 3.3227 -0.12 0.30 0.07
H 0.0513 -3.6636 2.8892 -0.02 -0.59 -0.19
O 4.0492 0.1614 -0.9428 -0.53 0.03 0.53
H 3.2763 -0.1788 -0.4474 0.58 0.37 -0.25
H 4.2943 1.0027 -0.4720 -0.20 -0.35 -0.28
```
Forces are in eV/Å.

Results
LUMO ... 0.012 Eh
SMILES ... COC[C@H](C)N.COC[C@H](C)N.COC[C@H](C)N.COC[C@H](C)N.COC[C@H](C)N.COC[C@H](C)N.COC[C@H](C)N.COC[C@H](C)N.O.O.O.O
Kohn-Sham gap ... 8.914 eV
E_tot ... -2617.493592 Eh
E_HOMO ... -0.31598 Ha
Net charge ... 0

Q: Look up the Kohn-Sham gap of the third one.
A: 10.965 eV